2 unconnected molecules or ions with the total composition C4H9NO2, computed with ωB97M-V/def2-TZVPD.

The total energy is -9876.04721 eV. The energy relative to the best compared isomer or geometry (same formula, charge and spin) is 387.2 kJ/mol. Its HOMO-LUMO gap is 9.50 eV. Its LUMO energy is 0.9025 eV.

XYZ file:
```
16
Properties=species:S:1:pos:R:3:forces:R:3:mulliken_charge:R:1
C -1.659 0.995 1.135 -1.0756 -0.7210 -0.3549 -0.9928
C -1.735 -0.803 -0.081 -0.2322 1.5463 1.6678 -0.5129
N -0.639 -0.605 -0.924 0.6975 0.4069 0.9002 -0.1435
C 0.472 -0.229 -0.103 0.1577 -1.5558 -1.7926 0.5806
O 0.712 -0.682 0.995 -0.6665 0.6378 -1.0735 -0.5393
O 1.326 0.515 -0.815 -0.0060 0.0191 -0.4604 -0.3689
C 2.658 0.025 -0.666 0.3927 0.0411 0.1203 -0.6408
H -1.556 1.951 0.580 -0.1095 -0.9282 -0.4875 0.2941
H -2.638 0.995 1.588 -0.4341 0.0416 0.0531 0.3678
H -0.945 1.113 1.990 -0.1988 -1.1558 -0.9862 0.2983
H -1.434 -1.474 0.701 -0.2359 -0.1554 0.4437 0.2625
H -2.624 -1.221 -0.620 0.3718 1.2615 0.6931 0.3209
H -0.858 -0.272 -1.875 0.9990 0.3215 1.1136 0.2604
H 3.250 0.472 -1.469 -0.0751 -0.0064 0.2863 0.2272
H 3.019 0.288 0.325 0.3072 0.0188 -0.0955 0.2727
H 2.651 -1.067 -0.763 0.1078 0.2281 -0.0273 0.3136
```
Forces are in eV/Å.